DFT (ωB97M-V/def2-TZVPD) results for a structure of composition C68H85As3ClGe2IrO3S4.

Positions of all 167 atoms, in Å:
Ir: -1.65 0.66 -1.42
C: 5.86 -2.43 4.54
C: 5.50 -2.20 3.11
C: 5.78 -1.00 2.47
C: 5.46 -0.80 1.14
C: 5.82 0.50 0.47
C: 4.84 -1.83 0.41
C: 4.57 -3.05 1.04
C: 3.96 -4.22 0.31
C: 4.89 -3.21 2.38
C: 4.73 -1.64 -1.05
C: 5.72 -2.25 -1.82
C: 5.82 -1.99 -3.18
C: 4.95 -1.11 -3.77
C: 3.93 -0.50 -3.03
C: 3.81 -0.80 -1.68
Ge: 2.17 -0.17 -0.68
S: 0.75 1.03 -1.93
S: 1.11 -1.94 0.34
Ge: 0.41 -0.34 1.82
S: -1.48 0.51 1.01
S: 2.18 1.05 1.30
C: 0.03 -0.72 3.76
C: -0.87 -1.75 4.05
C: -1.13 -2.06 5.38
C: -0.52 -1.34 6.40
C: 0.30 -0.27 6.09
C: 0.58 0.06 4.77
C: 1.34 1.29 4.48
C: 2.73 1.31 4.58
C: 3.50 0.07 4.92
C: 3.41 2.50 4.37
C: 2.74 3.68 4.08
C: 3.48 4.97 3.88
C: 1.35 3.64 4.01
C: 0.64 2.47 4.21
C: -0.86 2.48 4.18
C: -1.62 -2.42 2.97
C: -2.87 -1.89 2.60
C: -3.48 -0.73 3.32
C: -3.58 -2.50 1.57
C: -3.10 -3.63 0.93
C: -3.89 -4.29 -0.16
C: -1.88 -4.16 1.34
C: -1.14 -3.58 2.35
C: 0.14 -4.20 2.82
C: 3.07 0.46 -3.74
C: 3.31 1.83 -3.64
C: 4.35 2.37 -2.71
C: 2.54 2.71 -4.39
C: 1.56 2.26 -5.25
C: 0.74 3.18 -6.09
C: 1.33 0.89 -5.34
C: 2.07 -0.01 -4.61
C: 1.76 -1.47 -4.69
H: 6.41 -1.59 4.95
H: 6.45 -3.34 4.64
H: 4.95 -2.56 5.13
H: 6.29 -0.21 3.01
H: 6.42 1.12 1.13
H: 4.92 1.06 0.21
H: 6.37 0.32 -0.45
H: 4.04 -4.10 -0.76
H: 2.91 -4.30 0.58
H: 4.45 -5.14 0.60
H: 4.68 -4.15 2.86
H: 6.42 -2.92 -1.34
H: 6.61 -2.45 -3.76
H: 5.04 -0.86 -4.82
H: -1.83 -2.84 5.61
H: -0.72 -1.59 7.43
H: 0.73 0.33 6.88
H: 2.85 -0.80 4.97
H: 4.00 0.18 5.87
H: 4.25 -0.11 4.15
H: 4.49 2.51 4.44
H: 4.55 4.83 4.00
H: 3.14 5.71 4.60
H: 3.29 5.36 2.88
H: 0.81 4.56 3.80
H: -1.23 3.50 4.22
H: -1.26 1.92 5.02
H: -1.23 2.01 3.26
H: -2.74 -0.14 3.85
H: -4.21 -1.09 4.04
H: -4.00 -0.09 2.61
H: -4.53 -2.07 1.28
H: -4.74 -3.68 -0.44
H: -4.25 -5.26 0.18
H: -3.26 -4.45 -1.03
H: -1.52 -5.06 0.86
H: 0.42 -5.03 2.19
H: 0.03 -4.56 3.84
H: 0.95 -3.47 2.82
H: 5.15 1.65 -2.56
H: 3.89 2.59 -1.75
H: 4.78 3.30 -3.10
H: 2.72 3.77 -4.29
H: 0.90 4.22 -5.83
H: -0.32 2.94 -5.99
H: 1.00 3.05 -7.14
H: 0.56 0.52 -6.01
H: 1.10 -1.67 -5.54
H: 1.25 -1.80 -3.78
H: 2.66 -2.07 -4.80
C: -5.79 -0.08 -1.64
As: -4.27 1.17 -1.75
C: -4.49 1.64 -3.63
C: -5.17 2.80 -1.02
C: -4.40 3.72 -0.08
C: -3.63 2.96 1.00
C: -3.39 4.56 -0.88
As: -1.86 3.51 -1.70
C: -1.64 4.61 -3.33
C: -0.35 4.27 -0.72
C: -5.41 4.66 0.60
As: -6.71 4.08 2.04
C: -5.51 3.73 3.58
C: -7.17 2.18 1.70
H: -6.69 0.39 -2.06
H: -5.99 -0.38 -0.61
H: -5.55 -0.96 -2.23
H: -5.48 2.06 -3.80
H: -4.36 0.75 -4.24
H: -3.73 2.36 -3.93
H: -6.07 2.45 -0.52
H: -5.50 3.39 -1.88
H: -2.69 2.60 0.60
H: -4.20 2.11 1.36
H: -3.41 3.62 1.84
H: -2.92 5.30 -0.23
H: -3.90 5.09 -1.69
H: -1.55 5.66 -3.05
H: -2.49 4.49 -4.01
H: -0.74 4.29 -3.84
H: -0.41 5.36 -0.68
H: 0.56 3.98 -1.24
H: -0.30 3.87 0.30
H: -6.03 5.13 -0.18
H: -4.86 5.48 1.08
H: -4.78 4.52 3.69
H: -5.00 2.77 3.50
H: -6.12 3.71 4.48
H: -7.89 2.09 0.89
H: -7.64 1.80 2.61
H: -6.30 1.56 1.48
C: -1.32 -4.93 -5.65
C: -0.41 -4.65 -4.49
C: 0.96 -4.79 -4.64
C: 1.82 -4.55 -3.58
Cl: 3.53 -4.63 -3.80
C: 1.31 -4.23 -2.33
C: -0.05 -4.11 -2.16
C: -0.91 -4.27 -3.24
O: -2.27 -4.10 -3.04
C: -2.78 -2.90 -3.56
C: -2.34 -1.63 -2.80
O: -2.50 -0.54 -3.39
O: -1.86 -1.71 -1.66
H: -0.89 -5.70 -6.28
H: -1.47 -4.05 -6.27
H: -2.29 -5.27 -5.28
H: 1.37 -5.08 -5.60
H: 1.97 -4.06 -1.50
H: -0.47 -3.87 -1.20
H: -3.87 -2.98 -3.48
H: -2.51 -2.74 -4.61

Calculated values
E, eV: -432288.269
ΔE to the lowest compared entry with this formula, charge and spin, kJ/mol: 297.0
M, g/mol: 1676.35
2S+1: 2
⟨S²⟩: 0.770
HOMO (alpha / beta), Eh: -0.3704 / -0.3695
Net charge: +1

Here are the Mulliken charges for atoms 1 to 6, given in e: Ir 2.8317; C -1.7604; C 1.1126; C -0.4567; C 0.3257; C -1.2560


DFT (ωB97M-V/def2-TZVPD) results for a cluster of 16 separate species, C68H90Cl16N6O4 in total.

Positions of all 184 atoms, in Å:
Cl: -3.10 -0.52 -4.43
C: -2.45 -2.13 -4.96
C: -2.65 -3.37 -4.01
Cl: -4.27 -3.96 -3.97
H: -1.38 -1.91 -5.01
H: -2.93 -2.32 -5.91
H: -2.24 -3.14 -3.02
H: -2.03 -4.12 -4.51
Cl: 4.37 -4.85 3.80
C: 3.42 -3.46 4.49
C: 4.24 -2.18 4.38
Cl: 3.59 -0.94 5.46
H: 3.21 -3.78 5.51
H: 2.42 -3.44 4.06
H: 4.39 -1.75 3.38
H: 5.24 -2.41 4.73
Cl: 0.96 -3.75 -2.59
C: 2.24 -4.61 -3.58
C: 1.50 -5.61 -4.47
Cl: 1.45 -7.18 -3.84
H: 2.94 -5.20 -3.00
H: 2.69 -3.80 -4.16
H: 2.11 -5.75 -5.37
H: 0.47 -5.30 -4.65
Cl: 6.04 0.61 -6.53
C: 4.73 -0.67 -6.59
C: 3.62 -0.47 -5.59
Cl: 4.22 -0.94 -3.97
H: 5.23 -1.63 -6.73
H: 4.31 -0.56 -7.59
H: 2.79 -1.10 -5.92
H: 3.39 0.59 -5.55
Cl: 4.26 0.62 1.57
C: 5.65 -0.31 0.81
C: 5.89 0.41 -0.54
Cl: 6.64 2.11 -0.42
H: 5.50 -1.36 0.56
H: 6.54 -0.18 1.43
H: 5.03 0.35 -1.21
H: 6.55 -0.12 -1.22
Cl: 1.89 0.46 -2.33
C: 1.90 -0.68 -0.95
C: 1.06 0.01 0.15
Cl: 1.10 -1.02 1.55
H: 2.94 -0.90 -0.74
H: 1.32 -1.58 -1.18
H: 0.02 0.16 -0.12
H: 1.48 0.97 0.45
Cl: -0.34 -3.37 4.24
C: -0.86 -4.70 3.25
C: -1.91 -5.62 4.01
Cl: -2.19 -7.13 2.96
H: 0.09 -5.20 3.10
H: -1.15 -4.30 2.27
H: -2.77 -4.99 4.22
H: -1.46 -6.03 4.91
Cl: 4.65 5.75 0.04
C: 3.56 4.38 0.08
C: 2.67 4.43 1.28
Cl: 0.99 4.99 0.72
H: 4.18 3.50 -0.09
H: 2.96 4.31 -0.82
H: 2.95 5.17 2.03
H: 2.54 3.49 1.80
C: 0.01 -7.51 0.42
C: 1.23 -8.34 0.64
C: 2.50 -7.75 -0.01
C: 2.63 -6.30 0.11
N: 2.75 -5.17 0.23
H: -0.84 -8.19 0.54
H: -0.03 -7.14 -0.61
H: -0.06 -6.63 1.05
H: 1.17 -9.37 0.30
H: 1.43 -8.38 1.71
H: 2.54 -7.89 -1.09
H: 3.37 -8.08 0.55
C: 4.66 2.89 -4.22
C: 4.83 3.49 -5.67
C: 3.68 3.36 -6.76
C: 2.56 4.28 -6.67
N: 1.57 4.91 -6.65
H: 3.60 3.08 -4.02
H: 5.41 3.38 -3.60
H: 4.86 1.82 -4.25
H: 5.79 3.22 -6.09
H: 4.85 4.57 -5.57
H: 3.32 2.35 -6.59
H: 4.08 3.48 -7.76
C: -3.68 3.68 -2.38
C: -4.38 3.00 -1.17
C: -5.01 4.22 -0.45
C: -4.10 4.94 0.48
N: -3.35 5.40 1.23
H: -3.47 2.90 -3.11
H: -2.88 4.39 -2.16
H: -4.39 4.34 -2.89
H: -3.69 2.58 -0.45
H: -5.16 2.27 -1.40
H: -5.76 3.85 0.25
H: -5.49 4.99 -1.05
C: -0.63 2.15 -6.49
C: -1.98 2.74 -6.27
C: -2.40 3.78 -7.23
C: -2.65 3.31 -8.60
N: -2.81 2.87 -9.62
H: -0.64 1.11 -6.17
H: 0.21 2.72 -6.09
H: -0.32 2.05 -7.53
H: -2.04 3.09 -5.24
H: -2.69 1.94 -6.46
H: -1.69 4.60 -7.33
H: -3.39 4.13 -6.94
C: -4.15 1.00 6.38
C: -2.70 0.66 6.64
C: -2.19 -0.71 6.29
C: -3.02 -1.79 6.79
N: -3.68 -2.66 7.20
H: -4.91 0.58 7.03
H: -4.57 0.59 5.46
H: -4.35 2.08 6.36
H: -2.36 0.94 7.64
H: -2.15 1.36 6.01
H: -1.17 -0.86 6.64
H: -2.16 -0.75 5.20
C: 7.16 -5.03 -3.60
C: 6.27 -4.33 -2.61
C: 6.67 -2.90 -2.34
C: 7.92 -2.58 -1.72
N: 8.96 -2.41 -1.22
H: 6.70 -5.79 -4.24
H: 8.08 -5.31 -3.08
H: 7.23 -4.25 -4.36
H: 6.26 -4.85 -1.65
H: 5.27 -4.28 -3.04
H: 5.93 -2.44 -1.69
H: 6.63 -2.36 -3.29
C: 1.56 6.64 7.16
C: 2.61 5.89 6.60
C: 2.29 4.80 5.74
C: 0.90 4.53 5.36
C: -0.13 5.41 5.77
C: 0.21 6.43 6.71
C: -1.57 5.22 5.30
O: -2.49 6.04 5.62
C: -1.81 3.98 4.53
C: -3.13 3.74 4.08
C: -3.40 2.59 3.28
C: -2.38 1.75 2.85
C: -1.06 2.16 3.13
C: -0.79 3.16 4.05
C: 0.68 3.38 4.46
O: 1.60 2.66 4.16
H: 1.81 7.30 7.98
H: 3.59 5.95 7.05
H: 2.98 3.99 5.59
H: -0.54 7.17 6.93
H: -3.99 4.30 4.40
H: -4.36 2.46 2.79
H: -2.55 1.01 2.07
H: -0.23 1.66 2.65
C: -3.80 -2.00 2.83
C: -3.62 -1.93 1.46
C: -4.56 -1.17 0.66
C: -5.65 -0.49 1.33
C: -5.86 -0.62 2.71
C: -4.95 -1.41 3.47
C: -7.04 0.05 3.42
O: -7.31 -0.24 4.61
C: -7.84 1.03 2.58
C: -8.79 1.94 3.12
C: -9.33 2.95 2.35
C: -9.13 2.94 0.97
C: -8.25 2.07 0.37
C: -7.57 1.19 1.20
C: -6.58 0.28 0.45
O: -6.53 0.39 -0.74
H: -3.14 -2.45 3.55
H: -2.72 -2.36 1.04
H: -4.47 -1.15 -0.41
H: -5.13 -1.58 4.52
H: -8.93 1.89 4.19
H: -10.10 3.47 2.89
H: -9.76 3.64 0.43
H: -8.11 2.34 -0.67

Calculated values
E, eV: -289461.638
M, g/mol: 1622.75
HOMO, Eh: -0.3454

Here are the Mulliken charges for atoms 1 to 6, given in e: Cl -0.1471; C -0.5006; C 0.0023; Cl -0.1833; H 0.1394; H 0.4208